# 1
Entry from the OMol25 dataset: one molecule with the formula C2H4N4O4S in a non-equilibrium geometry (wB97M-V/def2-TZVPD).

Structure (XYZ):
```
15
Properties=species:S:1:pos:R:3:forces:R:3:mulliken_charge:R:1
C 0.1742 -0.7946 -0.4581 -0.324 -1.006 -0.442 0.747
C -0.3172 -0.7006 0.9983 -1.729 1.198 -0.494 -0.555
N -0.5744 0.7064 1.3467 -2.855 -2.419 -0.151 0.183
N 0.4309 1.3309 1.7940 2.995 3.365 2.415 -0.808
N 0.9719 0.2204 -0.8633 1.209 -2.245 1.562 -0.415
N 0.5041 1.3742 -1.2260 -3.200 -0.321 -1.639 1.176
O 1.1998 2.1173 -1.8428 0.515 1.062 -0.036 -0.631
O -0.7258 1.5181 -0.9521 1.421 1.062 -0.999 -0.578
O -0.8286 -1.3937 -1.3294 1.163 -0.051 0.516 -0.375
O 1.1227 -2.8841 -2.1959 -0.095 -0.060 0.189 -0.414
S 0.2766 -2.6574 -1.0511 -0.166 1.738 -0.457 0.499
H -1.2869 -1.2035 0.8745 0.129 0.079 0.553 0.373
H 0.2359 -1.1547 1.8096 0.549 -0.025 -0.267 0.271
H -1.3476 1.2250 0.9259 0.207 -0.743 0.193 0.313
H 0.1645 2.2965 2.1697 0.179 -1.634 -0.942 0.215
```
Forces are in eV/Å.

Results
- <S²> = 2.0345
- energy (eV) = -27114.0454
- highest occupied orbital energy (alpha / beta) (eV) = -7.412 / -10.150
- molar mass (g mol⁻¹) = 180.1
- LUMO level (alpha / beta) (Eh) = -0.0248 / -0.1419
- multiplicity = 3

=====

# 2
Entry from the OMol25 dataset: C29H27BrCoN9O7 as an isolated structure (wB97M-V/def2-TZVPD).

Structure (XYZ):
```
74
Properties=species:S:1:pos:R:3:forces:R:3:mulliken_charge:R:1
Co 1.6753 0.6578 0.3458 0.196 -0.217 0.152 0.120
O 4.5077 3.2748 -4.0386 -0.006 -0.037 -0.017 -0.519
C 5.3561 2.9847 -3.0641 -0.043 0.127 0.072 0.445
O 6.5087 3.3123 -3.0798 0.020 -0.049 -0.033 -0.550
C 4.8284 2.2331 -1.8780 0.036 0.010 0.028 0.296
C 5.6343 1.9129 -0.8030 -0.029 -0.045 -0.062 -0.376
N 4.8748 1.2517 0.0833 0.036 0.010 -0.002 -0.425
N 3.6170 1.1130 -0.3425 -0.075 0.118 -0.074 0.215
C 3.5716 1.7143 -1.5305 -0.144 0.013 -0.011 -0.318
C 2.2402 1.7395 -2.2167 0.069 -0.278 0.099 1.157
O 2.0796 2.2530 -3.3005 -0.004 0.065 0.015 -0.792
O 1.3042 1.1083 -1.5421 0.142 0.273 -0.058 0.403
H 3.5987 2.9477 -3.8634 0.015 -0.006 -0.003 0.406
H 6.6806 2.1158 -0.6456 0.000 0.000 0.002 0.547
H 5.1577 0.8771 0.9741 -0.006 0.003 -0.007 0.206
C -0.8628 4.0223 0.1569 0.001 0.001 0.005 -1.073
O -0.8832 2.6455 -0.2243 -0.005 0.015 0.027 -0.343
C -1.9663 1.9160 0.1281 -0.023 -0.008 -0.099 0.274
C -2.9165 2.2742 1.0536 -0.050 -0.013 -0.018 0.121
C -3.9696 1.3917 1.3591 0.012 0.032 0.008 -0.849
Br -5.2046 1.9058 2.6849 0.008 -0.006 -0.002 -0.102
C -4.0954 0.1933 0.7209 -0.015 -0.032 -0.029 -0.489
C -3.1318 -0.1829 -0.2478 0.011 0.056 -0.025 0.155
C -2.0556 0.6725 -0.5303 0.053 -0.011 0.148 0.462
O -1.1015 0.2887 -1.3779 -0.265 -0.075 -0.101 -0.914
C -3.2947 -1.4280 -0.9262 0.009 -0.058 0.004 0.355
N -4.3503 -2.2549 -0.6887 0.011 0.026 -0.017 -0.619
C -4.2005 -3.2739 -1.5213 0.010 0.009 -0.008 0.705
C -5.0376 -4.4134 -1.7090 -0.007 -0.012 -0.005 -0.757
C -4.6584 -5.3116 -2.6549 -0.008 0.002 0.007 -0.543
C -3.4718 -5.1215 -3.4260 0.004 -0.001 -0.002 -0.411
C -2.6274 -4.0282 -3.2679 0.002 0.012 0.006 -0.861
C -3.0059 -3.1146 -2.3113 -0.005 -0.022 -0.004 0.685
N -2.4624 -1.9326 -1.8769 -0.044 -0.009 0.004 0.296
H -1.7399 4.5401 -0.2323 -0.006 -0.006 -0.009 0.438
H 0.0393 4.4413 -0.2748 0.019 -0.001 -0.010 0.240
H -0.8305 4.1214 1.2447 0.009 0.014 -0.018 0.332
H -2.8688 3.2314 1.5535 -0.001 -0.006 0.002 0.607
H -4.9179 -0.4756 0.9269 0.000 0.000 -0.003 0.679
H -0.3972 0.9673 -1.5365 0.111 -0.003 -0.019 0.269
H -5.9351 -4.5286 -1.1180 0.001 0.003 0.002 0.489
H -5.2590 -6.1897 -2.8452 0.001 -0.001 -0.002 0.432
H -3.2240 -5.8647 -4.1726 -0.002 -0.001 0.001 0.432
H -1.7418 -3.9082 -3.8754 -0.001 -0.003 0.001 0.478
H -1.6156 -1.4780 -2.1906 -0.023 0.036 -0.003 0.026
N 1.5007 -1.7882 -1.9080 0.018 0.017 0.021 -0.219
C 1.9092 -2.2730 -0.6991 0.023 0.004 -0.023 0.484
C 2.3343 -3.6090 -0.5756 -0.001 0.011 0.001 -0.937
C 2.6997 -4.0901 0.6526 -0.004 0.006 0.014 -0.357
C 2.6278 -3.2519 1.7732 0.008 -0.005 0.005 -0.896
C 2.2013 -1.9685 1.5802 -0.024 0.010 -0.020 -0.394
N 1.8511 -1.4624 0.3710 -0.004 0.022 -0.032 0.391
H 1.8488 -2.2672 -2.7230 -0.022 -0.007 0.000 0.300
H 1.4128 -0.7821 -2.0016 0.009 -0.028 0.006 -0.010
H 2.3713 -4.2344 -1.4572 0.007 -0.003 -0.001 0.455
H 3.0386 -5.1124 0.7555 -0.001 0.001 -0.001 0.432
H 2.9047 -3.5954 2.7586 -0.004 -0.002 -0.002 0.480
H 2.1254 -1.2790 2.4135 0.005 0.004 0.002 0.428
C 0.8656 3.9620 3.7485 0.008 0.001 0.005 -0.858
N 0.2726 2.6658 3.3904 0.029 -0.046 -0.073 0.265
C -0.7858 2.1343 4.0674 -0.020 -0.135 -0.015 -0.068
C -1.3092 0.9272 3.7542 0.090 0.098 0.044 -1.409
C -0.6955 0.2007 2.6917 -0.022 0.035 0.020 0.708
N 0.3347 0.7250 2.0306 0.139 0.441 0.003 0.221
C 0.8143 1.9654 2.3495 0.271 -0.046 -0.345 0.117
O 1.7552 2.4125 1.6522 -0.542 -0.325 0.409 -0.653
N -1.1295 -1.0046 2.3265 0.030 -0.011 0.039 -0.077
H 0.4157 4.3026 4.6762 -0.006 0.003 -0.002 0.346
H 0.6880 4.6893 2.9596 0.004 -0.006 -0.007 0.309
H 1.9376 3.8430 3.8796 -0.001 -0.001 0.008 0.312
H -1.1792 2.7394 4.8727 -0.001 0.002 -0.003 0.416
H -2.1518 0.5290 4.2983 -0.004 0.009 0.008 0.503
H -1.8747 -1.4592 2.8260 -0.003 0.009 -0.003 0.296
H -0.6317 -1.5196 1.6175 0.004 0.014 -0.001 0.087
```
Forces are in eV/Å.

Results
- <S²> = 6.0445
- energy (eV) = -165914.5055
- highest occupied orbital energy (alpha / beta) (eV) = -13.768 / -13.746
- net charge = +2
- molar mass (g mol⁻¹) = 752.4
- LUMO level (alpha / beta) (Eh) = -0.2091 / -0.3164
- multiplicity = 5

=====

# 3
Entry from the OMol25 dataset: InO4P as an isolated structure in a non-equilibrium geometry (wB97M-V/def2-TZVPD).

Structure (XYZ):
```
6
Properties=species:S:1:pos:R:3:forces:R:3:mulliken_charge:R:1
In -28.4206 -24.8667 13.7481 -1.999 0.245 1.132 1.102
P -30.4939 -24.6365 14.9119 -4.651 1.199 2.499 1.195
O -30.4948 -25.4224 13.6037 0.505 -1.574 -3.511 -0.556
O -31.8159 -24.5381 15.6529 1.862 -0.030 -0.734 -0.662
O -29.8039 -23.2946 14.4519 1.744 0.417 -0.261 -0.563
O -29.3699 -25.4405 15.6504 2.538 -0.258 0.875 -0.515
```
Forces are in eV/Å.

Results
- energy (eV) = -22649.9408
- highest occupied orbital energy (eV) = -10.044
- molar mass (g mol⁻¹) = 209.8
- LUMO level (Eh) = -0.2085

=====

# 4
Entry from the OMol25 dataset: a 2-piece molecular cluster, C3H6ClN2S overall in a non-equilibrium geometry (wB97M-V/def2-TZVPD).

Structure (XYZ):
```
13
Properties=species:S:1:pos:R:3:forces:R:3:mulliken_charge:R:1
C 0.5691 -0.1759 -0.0826 -2.149 1.414 0.378 0.724
C -2.9252 0.0875 0.0457 -0.112 1.480 0.841 0.643
C 1.8798 0.2298 0.4804 -0.524 2.376 0.520 -1.172
N 0.5203 -0.5569 -1.3467 -1.542 -0.685 -0.148 -0.374
N -0.5489 0.0250 0.5792 0.882 0.039 1.179 -0.586
S -3.0352 1.5998 0.2642 -0.098 -1.302 -0.462 0.041
Cl -3.5720 -1.3853 -0.1161 0.810 0.351 -0.060 0.086
H 2.0974 -0.4739 1.2311 1.037 -1.084 0.721 0.348
H 1.5966 1.1361 1.0770 0.630 -0.499 -0.489 0.292
H 2.7126 0.5480 -0.1830 -0.678 -0.774 0.257 0.379
H 1.4337 -0.6627 -1.6961 0.488 -0.646 -1.568 0.214
H -0.3900 -0.8630 -1.7710 1.937 0.373 0.382 0.210
H -0.3382 0.4913 1.5179 -0.680 -1.044 -1.550 0.194
```
Forces are in eV/Å.

Results
- energy (eV) = -29536.7416
- highest occupied orbital energy (eV) = -13.324
- net charge = +1
- molar mass (g mol⁻¹) = 137.6
- LUMO level (Eh) = -0.2160

=====

# 5
Entry from the OMol25 dataset: H26MgO17S as an isolated structure in a non-equilibrium geometry (wB97M-V/def2-TZVPD).

Structure (XYZ):
```
45
Properties=species:S:1:pos:R:3:forces:R:3:mulliken_charge:R:1
Mg 0.9895 1.7378 3.6454 -0.709 -0.771 -2.009 1.162
S -0.0219 0.8561 -0.0696 -0.395 -0.979 0.056 1.220
O 0.6680 0.8678 -1.3626 0.246 0.075 0.423 -0.520
O -1.3941 0.4391 -0.2946 -0.998 -0.471 -0.236 -0.575
O 0.6238 0.0619 0.9665 2.064 -3.958 1.310 -0.690
O 0.0308 2.1017 0.6398 -0.230 5.827 0.643 -0.691
O 4.3546 1.8831 2.4318 -0.458 0.039 0.362 -0.611
H 5.2558 2.1178 2.2105 0.213 0.186 -0.041 0.282
H 4.2878 0.9538 2.2122 -0.024 -0.303 -0.245 0.338
O 3.9239 2.9044 -3.8759 0.034 0.061 -0.269 -0.628
H 4.6208 3.0911 -3.2469 0.172 0.053 0.121 0.305
H 3.2845 2.3924 -3.3807 -0.265 -0.138 0.186 0.321
O -5.2018 -2.0794 1.5304 -0.177 0.011 0.265 -0.628
H -4.5102 -1.4212 1.4625 0.235 0.164 -0.069 0.316
H -5.1744 -2.5435 0.6937 -0.002 -0.140 -0.197 0.315
O -5.8420 2.0396 -0.2517 -0.179 0.090 -0.105 -0.629
H -6.0489 1.7748 0.6446 -0.106 -0.085 0.195 0.305
H -4.9104 1.8435 -0.3509 0.335 -0.023 -0.103 0.325
O -0.5693 -3.8882 3.4023 0.156 -0.172 0.155 -0.613
H -0.4284 -3.2308 2.7210 0.017 0.181 -0.351 0.329
H -1.0050 -3.4117 4.1091 -0.170 0.030 0.137 0.285
O 1.1169 7.6494 -0.6266 0.033 0.236 0.162 -0.642
H 1.3938 7.4394 -1.5185 0.055 -0.034 -0.250 0.323
H 0.8975 6.8027 -0.2378 -0.098 -0.231 0.078 0.320
O 2.8453 -2.3394 -3.8183 0.062 -0.196 0.079 -0.612
H 3.5838 -2.1173 -4.3854 0.171 0.018 -0.162 0.306
H 2.3819 -1.5113 -3.6925 -0.235 0.182 0.097 0.307
O 0.5536 1.0695 -5.8932 -0.124 -0.066 -0.155 -0.618
H 1.3811 1.3786 -6.2620 0.205 0.106 -0.126 0.318
H 0.7086 1.0380 -4.9491 -0.090 -0.013 0.320 0.300
O 2.3397 -0.4097 5.8826 -0.288 0.412 -0.391 -0.585
H 3.1960 -0.4972 6.3013 0.328 0.037 0.035 0.302
H 1.7484 -0.9191 6.4368 -0.206 -0.201 0.118 0.316
O -2.0505 1.2310 4.7443 0.660 0.049 -0.071 -0.555
H -2.8609 1.7330 4.8303 -0.212 0.272 -0.098 0.293
H -2.2159 0.4230 5.2302 -0.060 -0.277 0.094 0.306
O -3.5353 -1.1279 -4.0810 0.079 -0.073 -0.161 -0.617
H -3.4392 -0.6334 -3.2671 0.121 0.241 0.217 0.315
H -4.1879 -1.7983 -3.8789 -0.190 -0.152 -0.022 0.301
O 2.6378 -5.2378 0.2090 0.054 -0.150 -0.126 -0.613
H 3.4147 -5.2558 0.7679 0.199 -0.032 0.101 0.304
H 2.0227 -4.6684 0.6713 -0.249 0.152 0.021 0.308
O -1.3313 -3.8376 -2.0587 0.078 -0.244 0.148 -0.611
H -1.3043 -2.8940 -1.9001 0.110 0.342 -0.002 0.320
H -2.2298 -4.0078 -2.3414 -0.165 -0.051 -0.135 0.295
```
Forces are in eV/Å.

Results
- energy (eV) = -51503.1417
- highest occupied orbital energy (eV) = -8.315
- molar mass (g mol⁻¹) = 354.6
- LUMO level (Eh) = -0.1843

=====

# 6
Entry from the OMol25 dataset: one molecule with the formula C2H6N4O in a non-equilibrium geometry (wB97M-V/def2-TZVPD).

Structure (XYZ):
```
13
Properties=species:S:1:pos:R:3:forces:R:3:mulliken_charge:R:1
C 0.5053 -0.1297 0.5736 -0.730 -4.811 3.553 0.565
C -0.7059 -0.9529 -0.2623 3.418 -0.706 2.144 0.263
H 0.9790 2.3276 -1.3201 4.081 2.022 -2.736 0.219
H -0.0382 2.6493 -0.0721 0.650 -1.413 -2.445 0.262
H 1.5116 1.4889 1.1238 -1.442 -1.829 -3.462 0.333
H -1.2549 -2.9151 0.1553 0.394 0.950 -0.714 0.262
H -0.1597 -2.2731 1.0967 2.102 0.197 3.491 0.236
H -1.3228 0.4078 -1.3194 -0.253 -2.598 -0.583 0.367
N 0.3436 1.9142 -0.7924 -4.486 -2.054 7.251 -0.501
N 0.9881 0.9832 0.2138 2.349 7.578 -0.449 -0.152
N -0.5175 -2.1975 0.2308 -2.786 -2.073 -2.550 -0.416
N -1.4041 -0.6886 -1.2557 -0.732 4.314 -0.529 -0.713
O 1.0756 -0.6143 1.6279 -2.563 0.424 -2.970 -0.724
```
Forces are in eV/Å.

Results
- energy (eV) = -10176.3760
- highest occupied orbital energy (eV) = -9.307
- structure (SMILES) = [H]/N=C(/N)C(=O)NN
- molar mass (g mol⁻¹) = 102.1
- LUMO level (Eh) = 0.0164

=====

> Among the records above, which one has the highest energy?

C2H6N4O